11
Properties=species:S:1:pos:R:3 method="wB97M-V/def2-TZVPD" largest_force_ev_per_a=2.0 e_homo_ev=-8.1 molar_mass_g_mol=83.094 total_charge=0 gap_ev=8.44 de_lowest_kcal_mol=65.7
N -1.75 -0.21 0.09
C -0.43 0.16 0.16
C 0.54 -0.83 0.22
C 1.79 -0.29 -0.06
N 1.86 1.01 -0.20
N 0.07 1.39 0.13
H -1.87 -1.06 -0.46
H -2.47 0.48 -0.08
H 0.36 -1.78 0.66
H 2.66 -0.96 -0.16
H -0.63 2.10 -0.16

=====

26
Properties=species:S:1:pos:R:3 method="wB97M-V/def2-TZVPD" largest_force_ev_per_a=0.7 e_homo_ev=-9.7 smiles="OC1CCCC1.CC(C)=O" molar_mass_g_mol=144.214 total_charge=0 gap_ev=10.46 de_lowest_kcal_mol=18.0
O 1.46 0.66 0.44
C 0.58 1.62 1.05
C -0.88 1.26 0.81
C -1.12 0.03 1.71
C -0.08 0.16 2.86
C 0.73 1.43 2.56
H 1.29 0.68 -0.53
H 0.84 2.64 0.72
H -1.10 1.07 -0.26
H -1.51 2.11 1.13
H -0.94 -0.90 1.14
H -2.16 0.00 2.09
H 0.58 -0.73 2.87
H -0.57 0.22 3.85
H 1.79 1.36 2.86
H 0.29 2.31 3.06
C 0.38 -1.90 -1.49
C 0.29 -0.80 -2.52
C -0.32 -1.18 -3.85
O 0.70 0.33 -2.30
H 0.84 -1.52 -0.56
H 0.98 -2.74 -1.87
H -0.63 -2.28 -1.24
H 0.27 -1.99 -4.32
H -1.35 -1.54 -3.70
H -0.34 -0.31 -4.53

=====

39
Properties=species:S:1:pos:R:3 method="wB97M-V/def2-TZVPD" largest_force_ev_per_a=0.1 e_homo_ev="-13.3 / -13.3" molar_mass_g_mol=972.083 total_charge=+2 gap_ev="5.01 / 5.02" de_lowest_kcal_mol=0.0
Pd -0.81 0.39 -0.37
Se 6.56 -0.58 -2.02
N 5.62 -0.79 -0.53
C 4.38 -0.49 -0.82
C 3.30 -0.54 0.15
C 3.48 -0.91 1.49
C 2.39 -0.92 2.33
C 1.14 -0.56 1.83
N 0.96 -0.21 0.57
C 2.02 -0.19 -0.27
C 1.75 0.21 -1.65
N 0.47 0.54 -1.96
C 0.19 0.91 -3.20
C 1.16 0.98 -4.20
C 2.46 0.65 -3.89
C 2.77 0.26 -2.59
C 4.12 -0.10 -2.17
N 5.15 -0.08 -2.98
H 4.47 -1.18 1.83
H 2.49 -1.20 3.37
H 0.26 -0.55 2.46
H -0.83 1.18 -3.41
H 0.87 1.29 -5.19
H 3.25 0.70 -4.63
Te -2.94 1.35 -1.53
Te -5.83 1.87 -3.56
Te -5.39 -0.56 -4.03
Te -3.24 -1.08 -2.51
C -3.30 -1.08 4.16
N -3.54 -0.08 3.11
C -4.55 0.95 3.35
C -2.69 0.05 2.14
N -1.95 0.17 1.26
H -4.26 -1.49 4.47
H -2.82 -0.62 5.02
H -2.68 -1.88 3.78
H -5.51 0.47 3.53
H -4.63 1.59 2.47
H -4.28 1.55 4.21

=====

18
Properties=species:S:1:pos:R:3 method="wB97M-V/def2-TZVPD" largest_force_ev_per_a=5.6 e_homo_ev=-8.7 smiles=C1COCSCCO1 molar_mass_g_mol=134.200 total_charge=0 gap_ev=9.47 de_lowest_kcal_mol=93.5
C 1.29 0.93 0.04
C -0.10 1.35 0.78
O -1.31 1.62 -0.09
C -1.73 0.68 -0.90
S -2.03 -0.83 -0.02
C -0.31 -1.55 0.43
C 1.06 -1.31 -0.26
O 1.31 -0.08 -0.88
H 1.92 0.90 0.91
H 1.68 1.73 -0.71
H -0.43 0.47 1.50
H -0.10 2.29 1.26
H -2.60 1.15 -1.35
H -0.86 0.40 -1.80
H -0.29 -1.51 1.47
H -0.58 -2.60 0.35
H 1.19 -2.09 -1.20
H 1.90 -1.54 0.48